{"formula": "C6H14O", "method": "ωB97M-V/def2-TZVPD", "species": ["C", "O", "C", "C", "C", "C", "C", "H", "H", "H", "H", "H", "H", "H", "H", "H", "H", "H", "H", "H", "H"], "xyz": [[0.0206, 2.8700, -0.5096], [0.4603, 1.6060, -0.0857], [-0.5745, 0.6525, -0.0332], [0.0140, -0.7480, 0.1421], [-1.1479, -1.7362, 0.2848], [0.8521, -1.1024, -1.0912], [0.8886, -0.7897, 1.3990], [-0.9407, 3.1449, -0.0490], [-0.0987, 2.9096, -1.6031], [0.7731, 3.6030, -0.2072], [-1.1750, 0.6797, -0.9602], [-1.2546, 0.8878, 0.8059], [-1.7691, -1.4984, 1.1576], [-0.7685, -2.7565, 0.4144], [-1.7921, -1.7292, -0.6035], [1.6846, -0.4023, -1.2125], [0.2414, -1.0652, -2.0025], [1.2608, -2.1160, -1.0036], [1.7002, -0.0593, 1.3336], [1.3271, -1.7864, 1.5283], [0.2982, -0.5638, 2.2957]], "forces_ev_per_angstrom": [[-0.08, 0.28, -0.05], [0.07, -0.02, 0.03], [-0.21, -0.16, -0.01], [0.00, 0.00, 0.00], [-0.06, -0.04, 0.00], [0.02, -0.02, -0.06], [0.03, -0.01, 0.07], [0.15, -0.05, -0.01], [-0.02, -0.04, 0.14], [-0.09, -0.10, -0.08], [0.11, 0.01, 0.10], [0.10, -0.04, -0.11], [0.10, -0.02, -0.13], [-0.04, 0.15, -0.03], [0.10, 0.01, 0.12], [-0.12, -0.10, 0.03], [0.07, -0.01, 0.13], [-0.05, 0.14, 0.01], [-0.11, -0.11, 0.00], [-0.07, 0.13, -0.03], [0.07, -0.02, -0.12]], "mulliken_charge": [-0.778, -0.298, -1.058, 2.079, -1.779, -1.729, -1.736, 0.324, 0.288, 0.240, 0.468, 0.471, 0.402, 0.401, 0.394, 0.348, 0.379, 0.423, 0.355, 0.440, 0.366], "homo_ev": -9.8, "energy_ev": -8496.32333, "orbital_gap_ev": 10.71, "molar_mass_da": 102.18, "lumo_energy_ev": 0.92, "largest_force_ha_per_bohr": 0.0057}